No. 1
91
Properties=species:S:1:pos:R:3:mulliken_charge:R:1 method="wB97M-V/def2-TZVPD" total_charge=0 relative_energy_kj_mol=2122.3
C 0.31547 -5.58727 -0.57003 -0.9055
O 0.86459 -4.31692 -0.69248 -0.2132
C 0.95066 -3.49587 0.29044 0.6020
O 0.58058 -3.75727 1.46262 -0.5888
O 1.47760 -2.35902 -0.13968 -0.4051
C 1.76208 -1.28719 0.84324 -0.8286
H 0.33035 -5.98025 -1.58661 0.3307
H -0.65915 -5.49395 -0.09097 0.2325
H 0.87614 -6.31616 0.01518 0.3475
H 0.81809 -1.09538 1.35331 0.2155
H 2.05043 -0.34984 0.36751 0.7237
H 2.63289 -1.57724 1.43117 0.7967
C 1.75818 -1.91963 3.75338 -1.0276
O 1.08825 -0.80706 3.06556 -0.0816
C 1.41669 0.40143 3.38921 0.8944
O 2.35975 0.66123 4.10747 -0.6059
O 0.59001 1.23788 2.76012 -0.2416
C 0.52702 2.56240 3.17242 -1.1752
H 2.81428 -1.85802 3.49079 0.3808
H 1.40901 -2.93833 3.58476 0.2771
H 1.86447 -1.85179 4.83607 0.4304
H -0.30835 2.76022 3.84408 0.3050
H 0.34258 3.17814 2.29211 0.4773
H 1.43658 2.97346 3.61039 0.3505
C 0.55519 3.32780 0.03099 -1.9698
O 0.61551 2.33764 -1.02566 -0.5084
C 0.72585 0.99967 -0.74179 0.3825
O 1.07419 0.51788 0.33980 0.0125
O 0.46527 0.31017 -1.83001 -0.3804
C 0.30745 -1.10077 -1.74667 1.1509
H -0.12254 4.14651 -0.21087 0.6371
H 1.57264 3.67605 0.20881 0.6983
H 0.11555 2.78557 0.86813 0.2276
H -0.00122 -1.63064 -2.64781 -1.1607
H -0.45524 -1.40939 -1.03173 0.8199
H 1.23116 -1.66459 -1.61642 -0.1375
C 1.39352 5.77207 -0.04434 -0.7783
O 0.34910 6.46558 0.66281 -0.2846
C 0.10031 6.23362 1.90516 0.9929
O 0.61518 5.43891 2.71290 -0.5818
O -0.81310 7.16914 2.32589 -0.3658
C -1.18804 7.30650 3.63104 -0.6480
H 1.01393 5.06362 -0.78063 0.5563
H 2.03852 5.22234 0.64113 0.3565
H 1.96697 6.51625 -0.59701 0.3072
H -1.15022 6.33822 4.13014 0.2822
H -2.14004 7.82078 3.76265 0.2371
H -0.50651 7.94444 4.19375 0.2837
C -2.21429 -4.23808 0.31951 1.7380
O -1.83537 -3.12370 1.23224 -0.3226
C -1.87558 -1.89376 0.73000 0.6762
O -2.32972 -1.61911 -0.34221 -0.4410
O -1.39172 -1.04945 1.64418 -0.3807
C -1.09039 0.38458 1.36000 0.0444
H -1.71488 -4.06960 -0.63460 -1.7021
H -3.29857 -4.25243 0.20894 0.6225
H -1.84620 -5.18686 0.70993 0.2326
H -0.64929 0.38294 0.36324 -0.0810
H -0.37135 0.83053 2.04718 0.0116
H -1.90912 1.09574 1.25027 0.6431
C -1.26209 2.12532 -2.46452 -0.7096
O -0.79303 1.08191 -3.25962 -0.2540
C -1.71563 0.24509 -3.80402 0.9870
O -2.96875 0.41269 -3.74118 -0.6994
O -1.08826 -0.81983 -4.29815 -0.2577
C -1.79824 -1.95395 -4.83119 -0.6812
H -0.46741 2.70030 -1.98915 0.2156
H -1.86616 1.66534 -1.68245 0.2210
H -2.02460 2.74737 -2.93326 0.4870
H -2.71014 -2.12032 -4.25772 0.1117
H -1.26883 -2.88134 -4.61261 0.2940
H -1.97346 -1.77159 -5.89144 0.4559
C 1.05195 -3.21599 -2.74468 -0.9000
O -0.08601 -3.99868 -2.60144 -0.4037
C -1.30336 -3.43859 -2.53929 0.2474
O -1.58019 -2.26176 -2.65930 -0.7087
O -2.17387 -4.43806 -2.51462 -0.4954
C -3.62132 -4.13017 -2.52689 -0.6779
H 1.26175 -2.72021 -1.79689 0.2994
H 0.95504 -2.56110 -3.61060 0.2268
H 1.83531 -3.92137 -3.02197 0.4375
H -3.99054 -3.37502 -3.22081 0.3173
H -4.06247 -4.02976 -1.53523 0.1356
H -4.02426 -5.08321 -2.86961 0.4066
C 3.10020 1.12097 1.43469 -0.5369
N 2.88526 2.51371 0.93991 1.3185
O 3.21908 2.67646 -0.19925 -0.6434
O 2.45966 3.35901 1.73823 -0.6143
H 2.58432 1.14023 2.39468 -0.6218
H 4.15298 0.98584 1.68266 0.3224
H 2.73755 0.31516 0.79652 0.2593


No. 2
89
Properties=species:S:1:pos:R:3:mulliken_charge:R:1 method="wB97M-V/def2-TZVPD" total_charge=0
O 6.86655 7.42970 -0.35395 -0.5068
C 6.32705 7.04380 -1.32565 0.5213
O 6.26073 7.75937 -2.50106 -0.3969
C 5.21367 7.08257 -3.22032 -1.0677
C 5.62358 5.65950 -2.90404 1.5790
C 4.63607 4.64182 -3.45109 -1.0626
C 3.15728 4.86532 -3.08312 -0.8269
C 2.60355 3.83198 -2.13644 0.8859
F 2.96544 4.05629 -0.86546 -0.2811
F 1.24111 3.93492 -2.14772 -0.2783
F 2.88994 2.57339 -2.49724 -0.2805
C 7.02156 5.28731 -3.42750 -1.6140
C 7.56599 3.97526 -2.82170 -1.1357
C 8.67877 4.17809 -1.80547 0.1524
F 8.50267 5.26129 -1.02780 -0.2355
Br 8.67589 2.59408 -0.64452 -0.0213
C 10.07264 4.28666 -2.46187 0.5538
F 10.16129 5.39518 -3.20623 -0.1979
F 10.35521 3.20579 -3.19327 -0.1977
Br 11.48417 4.41891 -1.09329 -0.1159
O 5.70450 5.82739 -1.47057 -0.4116
H 4.33975 7.34954 -2.63636 0.4615
H 5.12415 7.23339 -4.28934 0.4128
H 4.72231 4.69309 -4.53201 0.5024
H 4.89900 3.62259 -3.18236 0.6004
H 2.56324 4.79323 -3.98894 0.3630
H 2.94067 5.83193 -2.64388 0.3018
H 6.88712 5.11510 -4.49466 0.6262
H 7.72097 6.11192 -3.34904 0.6556
H 6.75209 3.49585 -2.29257 0.5846
H 7.91039 3.31703 -3.61019 0.4803
C 0.23098 -0.32522 1.89428 -0.8803
N 0.92662 -0.60414 0.65800 0.0524
C 2.26981 -0.04100 0.60709 -1.1440
P 0.20841 -0.99853 -0.85324 0.7796
O 1.19980 -1.99722 -1.37952 -0.9117
N -1.17614 -2.04066 -0.72535 0.3416
C -1.52542 -2.65876 0.53952 -1.0640
C -1.27012 -3.01786 -1.80235 -1.1121
N -0.78791 0.37324 -0.95564 0.1695
C -0.12017 1.66092 -1.14221 -1.1051
C -2.23723 0.44907 -0.87049 -0.9455
H -0.48157 0.51051 1.82693 0.2389
H 0.94709 -0.06072 2.67224 0.4174
H -0.29144 -1.20271 2.27138 0.2205
H 2.25762 1.05122 0.47982 0.4061
H 2.83188 -0.47062 -0.22270 0.3081
H 2.82592 -0.27329 1.51754 0.4024
H -0.69440 -3.23232 0.97763 0.3422
H -2.37408 -3.33180 0.41022 0.3483
H -1.87456 -1.91344 1.25529 0.1999
H -0.61932 -3.88548 -1.64014 0.3315
H -0.99797 -2.57379 -2.75996 0.3738
H -2.30172 -3.37091 -1.88623 0.2989
H -0.02984 2.20124 -0.19208 0.3096
H -0.65474 2.29280 -1.85052 0.5397
H 0.87761 1.51740 -1.54891 0.0706
H -2.57197 0.40865 0.16960 0.2838
H -2.73039 -0.33807 -1.42959 0.2840
H -2.59024 1.39230 -1.29615 0.3959
C -8.31546 -4.35842 2.61791 -0.8861
N -7.11950 -4.13726 1.83595 0.1427
C -7.34342 -4.22748 0.39831 -1.0528
P -5.49232 -4.33016 2.36498 0.7699
O -4.85823 -3.13638 1.69934 -0.8860
N -5.22838 -3.78505 4.00254 0.2808
C -6.25986 -3.06917 4.72534 -1.1882
C -3.94036 -3.12685 4.19284 -1.1629
N -5.67284 -5.92902 2.92414 0.1358
C -5.88631 -6.96547 1.91461 -1.1068
C -5.65544 -6.42008 4.29191 -0.8952
H -8.39886 -5.37524 3.02988 0.2353
H -9.19814 -4.20167 1.99844 0.4234
H -8.40575 -3.64122 3.43118 0.1921
H -7.49944 -5.26381 0.06672 0.3198
H -6.48903 -3.82443 -0.14668 0.2723
H -8.21263 -3.63819 0.10035 0.4148
H -6.62295 -2.18148 4.18751 0.3132
H -5.87516 -2.74725 5.69510 0.3887
H -7.10344 -3.72087 4.95913 0.3122
H -3.94966 -2.08227 3.85956 0.3301
H -3.15154 -3.64296 3.64515 0.3577
H -3.67032 -3.14825 5.25220 0.3710
H -6.94769 -7.22576 1.82879 0.2835
H -5.32502 -7.87084 2.14879 0.4065
H -5.53836 -6.63078 0.93687 0.3237
H -6.61834 -6.24795 4.78096 0.2535
H -4.87018 -5.96838 4.88718 0.2656
H -5.46523 -7.49636 4.30422 0.3827


Number 1: E_tot -72100.578 eV, HOMO-LUMO gap 9.02 eV. Number 2: E_tot -217704.199 eV, HOMO-LUMO gap 8.15 eV.